No. 1
Entry from the OMol25 dataset: a structure of composition C32H43AsMgN6O3P2Se (wB97M-V/def2-TZVPD).

XYZ file:
```
89
Properties=species:S:1:pos:R:3:forces:R:3:mulliken_charge:R:1
Mg 0.8361 0.4826 -0.4001 1.08 0.99 -0.18 0.8952
C -3.3869 1.7507 -1.5583 -0.01 0.32 -0.03 -1.0866
N -2.9595 0.4104 -1.1743 0.84 -0.39 -0.71 0.8936
C -4.0779 -0.4921 -0.9435 -0.09 -0.22 0.12 -0.9789
P -1.5714 -0.0881 -1.9333 -2.31 -1.08 -0.62 -0.1656
O -0.4710 0.8636 -1.6584 0.25 0.74 -0.51 -0.5819
O -1.3573 -1.5063 -1.2056 0.10 0.42 -0.19 0.5208
P -0.0558 -2.3082 -0.7043 -1.11 -2.05 -0.65 0.2504
O 0.9205 -1.3632 -0.1018 0.35 -0.24 0.32 -0.6761
N -0.7173 -3.3284 0.3843 0.75 0.35 -0.81 0.7011
C -1.8056 -4.2144 0.0005 -0.28 0.01 -0.03 -1.0261
C -0.0130 -3.6943 1.6006 0.19 0.07 0.33 -0.6368
N 0.4735 -3.0773 -2.0844 -0.27 0.35 1.26 0.3947
C 1.0877 -2.2401 -3.0996 0.15 0.18 -0.27 -0.5762
C 1.1444 -4.3618 -1.9406 0.06 -0.35 0.03 -0.9750
N -1.6316 -0.4665 -3.5397 0.02 0.58 1.09 0.4262
C -1.0545 0.3800 -4.5686 0.20 0.21 -0.08 -0.8671
C -2.5206 -1.5052 -4.0289 -0.09 -0.18 0.01 -0.8763
H -3.8547 2.2348 -0.6989 0.08 -0.01 -0.07 0.3623
H -4.1062 1.7243 -2.3824 0.03 0.00 -0.02 0.3005
H -2.5119 2.3240 -1.8621 -0.13 0.23 0.04 0.2865
H -4.6679 -0.0938 -0.1151 0.05 -0.09 -0.09 0.4149
H -3.7030 -1.4763 -0.6689 -0.14 -0.01 0.06 0.1253
H -4.7209 -0.5726 -1.8255 -0.01 -0.03 0.03 0.2910
H -2.1576 -3.9462 -0.9940 -0.12 -0.14 0.01 0.2122
H -2.6250 -4.1063 0.7161 0.01 -0.04 -0.09 0.3347
H -1.4834 -5.2593 0.0027 0.02 0.07 -0.06 0.3823
H 0.8023 -2.9934 1.7695 -0.07 -0.09 0.14 -0.1296
H 0.3901 -4.7092 1.5444 -0.03 0.01 -0.05 0.3719
H -0.7097 -3.6426 2.4395 0.08 0.00 0.04 0.2999
H 0.6886 -1.2266 -3.0319 0.14 -0.04 -0.24 -0.1364
H 0.8638 -2.6540 -4.0852 0.00 0.13 0.00 0.3525
H 2.1812 -2.2054 -2.9797 -0.24 0.01 -0.03 0.2576
H 0.6907 -4.9284 -1.1332 0.00 -0.13 0.03 0.3156
H 2.2142 -4.2464 -1.7361 -0.04 0.01 -0.01 0.2814
H 1.0276 -4.9254 -2.8665 0.01 -0.02 0.03 0.3863
H -0.4705 1.1711 -4.1040 0.06 0.03 -0.11 0.1358
H -1.8351 0.8278 -5.1865 0.00 0.01 0.01 0.3411
H -0.4028 -0.2146 -5.2139 0.01 0.03 0.00 0.3334
H -2.9776 -2.0242 -3.1911 -0.11 -0.13 -0.02 0.1702
H -1.9524 -2.2287 -4.6178 -0.03 -0.02 0.01 0.2917
H -3.3037 -1.0817 -4.6610 -0.02 -0.01 0.05 0.3823
Se 3.7756 -0.5991 -1.1341 0.54 -0.54 0.20 0.3520
N 2.5794 0.6571 -1.4081 -0.58 0.73 -0.21 -0.0578
C 2.9957 1.4538 -2.3976 0.35 -0.56 0.36 1.1098
C 2.3145 2.5721 -2.8997 -0.28 0.64 -0.34 -0.7054
C 2.9187 3.3045 -3.8850 -0.60 -0.17 0.53 -0.7948
C 4.1838 2.9491 -4.4085 0.71 -0.52 -0.06 -0.5762
C 4.8625 1.8513 -3.9654 -0.02 0.50 -0.43 -0.7661
C 4.2778 1.0782 -2.9407 -0.37 -0.51 0.69 0.5352
N 4.8110 0.0001 -2.3779 0.83 0.18 -0.62 -0.7077
H 1.3434 2.8299 -2.4933 0.05 0.11 -0.08 0.6023
H 2.4272 4.1836 -4.2729 -0.07 0.06 -0.04 0.4555
H 4.6220 3.5632 -5.1776 0.04 0.09 -0.11 0.4210
H 5.8243 1.5633 -4.3551 0.12 0.01 -0.08 0.5100
C 2.0254 4.7708 4.6515 0.01 -0.05 0.00 -0.5297
C 1.5816 5.0117 3.3616 0.01 -0.02 -0.06 -0.8273
C 1.1645 3.9570 2.5647 -0.05 -0.22 -0.36 -0.3484
C 1.1593 2.6553 3.0634 -0.02 -0.12 -0.32 0.7431
C 1.5987 2.4246 4.3655 -0.08 -0.39 -0.17 -0.3816
C 2.0361 3.4792 5.1518 -0.03 -0.02 -0.09 -0.8090
As 0.5062 1.1674 1.9269 -0.15 0.87 2.44 0.4263
C -1.4369 1.3564 2.1253 0.05 -0.14 -0.19 0.3141
C -2.0100 2.6213 2.0109 0.40 0.07 -0.07 -0.5337
C -3.3822 2.7802 2.0971 0.01 0.02 -0.01 -0.9008
C -4.1979 1.6785 2.2980 0.03 -0.03 0.07 -0.4867
C -3.6368 0.4141 2.3796 -0.06 -0.03 0.05 -1.0336
C -2.2652 0.2471 2.2677 0.32 -0.17 0.00 0.3221
C 1.0313 -0.3518 3.0339 -0.13 -0.09 -0.12 0.2379
C 2.1816 -1.0476 2.6706 0.06 0.22 -0.25 -0.6621
C 2.6446 -2.1010 3.4442 0.08 0.09 0.00 -0.4438
C 1.9734 -2.4538 4.6046 -0.02 0.06 -0.05 -0.6070
C 0.8308 -1.7633 4.9798 -0.03 0.04 -0.01 -0.8168
C 0.3577 -0.7189 4.1991 -0.23 0.29 -0.16 0.0100
H 2.3847 5.5852 5.2589 -0.01 0.13 0.09 0.4113
H 1.5777 6.0187 2.9720 0.01 0.05 -0.06 0.4224
H 0.8661 4.1409 1.5341 0.01 0.08 0.14 0.3549
H 1.6195 1.4156 4.7634 0.02 0.16 0.01 0.3114
H 2.3943 3.2849 6.1517 0.00 -0.01 0.07 0.4333
H -1.3780 3.4909 1.8532 -0.12 -0.05 0.13 0.2794
H -3.8097 3.7676 2.0197 -0.06 0.11 0.01 0.4764
H -5.2648 1.8056 2.4060 -0.09 0.01 -0.01 0.4135
H -4.2737 -0.4401 2.5556 -0.03 -0.12 -0.04 0.4957
H -1.8314 -0.7502 2.3017 -0.09 0.06 0.10 0.3998
H 2.7262 -0.7600 1.7694 -0.07 -0.10 0.23 0.0776
H 3.5312 -2.6414 3.1470 0.10 0.00 0.00 0.4326
H 2.3518 -3.2507 5.2247 0.01 -0.12 0.05 0.4317
H 0.3168 -2.0268 5.8919 -0.06 -0.01 0.06 0.4908
H -0.5248 -0.1624 4.5081 0.10 -0.14 -0.01 0.5197
```
Forces are in eV/Å.

E_tot = -7319.23312 Eh
charge = +2
Kohn-Sham gap = 7.60 eV

---

No. 2
Entry from the OMol25 dataset: the molecule C15H20N2O3S (wB97M-V/def2-TZVPD).

XYZ file:
```
41
Properties=species:S:1:pos:R:3:forces:R:3:mulliken_charge:R:1
C -4.3954 1.2403 -1.1600 0.41 0.60 1.29 -1.0710
C -3.2054 0.6527 -1.8914 -0.08 0.51 -0.83 -0.6973
N -1.9755 0.6083 -1.0962 1.94 -1.14 2.14 0.1138
C -1.5417 -0.5403 -0.3789 -3.18 -1.72 -0.64 0.5008
O -2.1972 -1.5744 -0.4915 0.26 0.38 -0.32 -0.7126
C -0.4420 -0.4881 0.5209 1.93 1.62 0.19 -0.3058
C 0.2707 -1.5877 1.1396 0.17 -0.14 0.04 -0.1146
C 1.4162 -1.1815 1.7589 -0.81 -0.45 -0.52 0.4748
S 1.7019 0.5420 1.5955 -0.95 -0.15 -0.36 -0.2120
C 0.2145 0.7264 0.6778 0.11 -0.26 -0.06 0.2641
N -0.2402 1.8974 0.0308 1.04 -2.37 1.75 0.2205
C 0.4131 3.1801 0.2484 0.32 1.01 -0.30 -1.1989
C 1.5316 3.5301 -0.7619 0.25 -1.00 0.91 -0.4359
O 2.5225 2.4836 -0.8756 -0.55 0.49 -0.65 -0.3901
C 2.3153 1.6180 -2.0086 -0.44 -0.22 0.75 -0.5637
C -1.2266 1.7462 -0.9117 -0.48 1.40 -1.05 0.5609
O -1.4424 2.6984 -1.6125 -0.59 1.78 -1.11 -0.6465
C 2.4014 -2.1566 2.3559 0.25 0.21 -1.09 -0.5638
C 2.2295 -3.5701 1.7522 0.62 -0.34 -0.24 -0.6930
C 0.7804 -4.0187 1.8116 -0.08 0.47 -0.33 -0.8805
C -0.0787 -3.0644 0.9779 -0.96 0.42 -0.01 -0.3326
H -5.2463 1.3595 -1.8138 -0.13 0.07 -0.36 0.3884
H -4.7063 0.5785 -0.3565 -0.05 -0.05 0.21 0.2962
H -4.1512 2.2422 -0.7057 -0.18 -0.94 -0.56 0.2554
H -3.0373 1.3042 -2.7478 0.47 -0.07 0.03 0.3560
H -3.4327 -0.3290 -2.3017 0.26 -0.15 0.41 0.4006
H 0.8307 3.2460 1.2633 -0.15 -0.61 -0.20 0.5119
H -0.3342 3.9903 0.2116 0.11 -0.44 -0.18 0.4006
H 1.1112 3.7366 -1.7120 -0.55 0.06 -1.05 0.3768
H 2.0029 4.4581 -0.4313 0.25 -0.18 0.18 0.3669
H 1.8870 2.1292 -2.8650 -0.33 0.30 0.02 0.3130
H 1.6677 0.7623 -1.7228 0.24 0.39 -0.21 0.1536
H 3.2567 1.2252 -2.3646 0.46 -0.06 0.33 0.2747
H 2.2491 -2.2093 3.4164 0.24 0.04 0.73 0.3219
H 3.4026 -1.7770 2.1059 -0.06 -0.24 0.48 0.3607
H 2.8558 -4.3048 2.3039 -0.17 0.58 -0.29 0.3169
H 2.5751 -3.5804 0.6894 -0.18 0.10 0.70 0.2909
H 0.6385 -5.0164 1.3906 0.19 -0.04 0.15 0.3507
H 0.4747 -4.0582 2.8609 -0.20 0.11 -0.06 0.3387
H -1.1643 -3.2168 1.1966 0.84 0.14 -0.32 0.3224
H 0.0686 -3.2816 -0.0987 -0.23 -0.08 0.44 0.2870
```
Forces are in eV/Å.

E_tot = -1317.02501 Eh
SMILES string = CCn1c(=O)c2c3c(sc2n(CCOC)c1=O)CCCC3
energy above the lowest of the compared OMol25 structures with the same formula, charge and spin = 21.7 kcal/mol
Kohn-Sham gap = 8.75 eV

---

No. 3
Entry from the OMol25 dataset: a cluster of 2 separate species, C3H11N2O in total (wB97M-V/def2-TZVPD).

XYZ file:
```
17
Properties=species:S:1:pos:R:3:forces:R:3:mulliken_charge:R:1
C -2.6432 0.3805 -0.9103 -0.88 -1.22 -1.49 -0.9297
C 0.9719 -1.0620 0.4878 1.14 -3.07 0.18 -0.0851
C 1.2560 0.2263 -0.0924 -2.91 1.99 -1.61 0.1429
N 2.1534 0.9301 0.4888 2.85 0.74 -1.33 -0.2740
N 2.0801 -1.3646 1.4516 -0.67 -0.43 -1.91 -0.5967
O 0.3811 0.5979 -1.0218 1.63 1.38 0.59 -0.3715
H -2.6438 -0.0247 0.0750 0.28 0.28 1.04 0.2397
H -2.4883 -0.5296 -1.5430 -0.51 0.80 0.12 0.2701
H -3.6157 0.8628 -1.1065 0.48 -0.39 -0.03 0.3162
H 0.9195 -1.8480 -0.3282 -0.06 0.95 0.83 0.3290
H 0.0043 -1.0490 0.9757 -0.29 0.17 -0.05 0.2666
H 2.7441 0.1486 0.9015 0.01 0.88 1.05 0.3933
H 2.6706 1.7585 0.0835 -1.28 -1.09 0.59 0.3157
H 2.4721 -2.2654 1.1990 0.09 0.05 0.35 0.2531
H -1.8444 1.0355 -1.1783 0.30 0.56 0.37 0.1347
H 1.6856 -1.4162 2.3574 -0.08 -0.16 1.16 0.2307
H 0.4699 1.5725 -1.2495 -0.12 -1.44 0.15 0.3649
```
Forces are in eV/Å.

E_tot = -305.38427 Eh
energy above the lowest of the compared OMol25 structures with the same formula, charge and spin = 43.0 kcal/mol
charge = +1
Kohn-Sham gap = 11.49 eV

---

No. 4
Entry from the OMol25 dataset: a cluster of 2 separate species, C7H11N3 in total (wB97M-V/def2-TZVPD).

XYZ file:
```
21
Properties=species:S:1:pos:R:3:forces:R:3:mulliken_charge:R:1
N -0.3730 -1.7369 -0.3400 -0.32 -0.16 0.34 -0.5548
N 0.4326 -0.6767 -0.1343 0.40 0.28 -0.10 -0.3520
C 0.1471 0.2390 0.7208 -0.59 -0.59 -0.13 0.5404
C 1.1052 1.2941 0.8859 0.33 0.84 0.27 -0.3359
C 0.8530 2.3694 1.6545 0.57 -0.35 -0.48 -0.4653
C -0.3992 2.4991 2.3512 -0.59 -0.02 0.30 -0.2767
C -1.3240 1.5394 2.3000 0.02 0.22 0.10 -0.7135
C -1.1288 0.2764 1.5333 0.15 -0.31 -0.23 -0.3496
H -0.2162 -2.0987 -1.2804 -0.27 0.14 0.28 0.3961
H -1.3504 -1.6516 -0.0697 0.13 0.08 -0.08 0.2037
H 2.0295 1.1957 0.3383 0.12 -0.01 -0.06 0.3739
H 1.5780 3.1648 1.7500 0.11 -0.01 -0.04 0.3481
H -0.5747 3.4015 2.9209 -0.09 0.01 0.05 0.3504
H -2.2651 1.6452 2.8190 -0.08 0.07 0.11 0.3491
H -1.9941 0.1321 0.8671 0.05 -0.10 0.05 0.2488
H -1.1318 -0.5796 2.2262 -0.11 -0.01 -0.08 0.3051
C 0.8822 -2.5091 -3.9579 0.35 -0.31 -0.62 -0.2787
N 0.5431 -1.7577 -3.0201 -0.27 0.36 0.50 -0.4520
H 0.2255 -3.3352 -4.2026 -0.08 -0.21 -0.11 0.2369
H 1.7851 -2.4178 -4.5701 0.01 0.14 0.11 0.2296
H 1.1763 -0.9936 -2.7922 0.17 -0.07 -0.19 0.1966
```
Forces are in eV/Å.

E_tot = -437.50773 Eh
SMILES string = N/N=C1/C=CC=CC1.C=N
energy above the lowest of the compared OMol25 structures with the same formula, charge and spin = 34.5 kcal/mol
Kohn-Sham gap = 8.20 eV

---

What did the third record say?
Entry from the OMol25 dataset: a cluster of 2 separate species, C3H11N2O in total (wB97M-V/def2-TZVPD).

XYZ file:
```
17
Properties=species:S:1:pos:R:3:forces:R:3:mulliken_charge:R:1
C -2.6432 0.3805 -0.9103 -0.88 -1.22 -1.49 -0.9297
C 0.9719 -1.0620 0.4878 1.14 -3.07 0.18 -0.0851
C 1.2560 0.2263 -0.0924 -2.91 1.99 -1.61 0.1429
N 2.1534 0.9301 0.4888 2.85 0.74 -1.33 -0.2740
N 2.0801 -1.3646 1.4516 -0.67 -0.43 -1.91 -0.5967
O 0.3811 0.5979 -1.0218 1.63 1.38 0.59 -0.3715
H -2.6438 -0.0247 0.0750 0.28 0.28 1.04 0.2397
H -2.4883 -0.5296 -1.5430 -0.51 0.80 0.12 0.2701
H -3.6157 0.8628 -1.1065 0.48 -0.39 -0.03 0.3162
H 0.9195 -1.8480 -0.3282 -0.06 0.95 0.83 0.3290
H 0.0043 -1.0490 0.9757 -0.29 0.17 -0.05 0.2666
H 2.7441 0.1486 0.9015 0.01 0.88 1.05 0.3933
H 2.6706 1.7585 0.0835 -1.28 -1.09 0.59 0.3157
H 2.4721 -2.2654 1.1990 0.09 0.05 0.35 0.2531
H -1.8444 1.0355 -1.1783 0.30 0.56 0.37 0.1347
H 1.6856 -1.4162 2.3574 -0.08 -0.16 1.16 0.2307
H 0.4699 1.5725 -1.2495 -0.12 -1.44 0.15 0.3649
```
Forces are in eV/Å.

E_tot = -305.38427 Eh
energy above the lowest of the compared OMol25 structures with the same formula, charge and spin = 43.0 kcal/mol
charge = +1
Kohn-Sham gap = 11.49 eV